[1]
{
  "formula": "C23H28N4O5",
  "method": "ωB97M-V with the def2-TZVPD basis set",
  "multiplicity": 1,
  "total_energy_ha": -1488.48000,
  "de_lowest_kcal_mol": 62.9,
  "species": ["C", "C", "O", "C", "O", "C", "C", "C", "N", "C", "N", "C", "C", "C", "C", "C", "C", "N", "C", "C", "C", "N", "C", "O", "O", "C", "C", "C", "O", "C", "C", "C", "H", "H", "H", "H", "H", "H", "H", "H", "H", "H", "H", "H", "H", "H", "H", "H", "H", "H", "H", "H", "H", "H", "H", "H", "H", "H", "H", "H"],
  "positions_angstrom": [[6.47758, 2.91539, -0.20269], [6.01646, 1.78919, 0.71056], [5.12865, 0.89790, 0.03213], [3.84062, 1.24338, -0.02625], [3.39129, 2.24597, 0.46652], [3.04236, 0.20559, -0.80013], [1.57338, 0.61282, -0.91851], [0.85667, 0.51024, 0.43323], [0.98051, -0.82038, 0.99860], [0.13810, -1.83614, 0.61095], [0.68695, -2.98670, 0.27691], [-0.10375, -4.01650, -0.08221], [0.46289, -5.24783, -0.46043], [-0.35196, -6.26686, -0.87411], [-1.74626, -6.10668, -0.91869], [-2.32686, -4.92576, -0.54091], [-1.51373, -3.86416, -0.11093], [-2.06616, -2.71717, 0.33893], [-1.29321, -1.73878, 0.70395], [-1.99459, -0.55042, 1.32302], [-3.21300, -0.97455, 1.97884], [-4.17798, -1.27988, 2.50726], [-2.42867, 0.47357, 0.25661], [-2.49861, 0.23776, -0.91582], [-2.70821, 1.62447, 0.85562], [-3.17346, 2.74563, 0.08158], [-2.10668, 3.26368, -0.87298], [-4.48153, 2.40474, -0.65858], [-5.17086, 3.55231, -1.08011], [-5.94213, 4.18272, -0.08526], [2.37697, -1.17697, 1.18447], [3.15153, -1.17131, -0.13259], [6.94391, 2.50808, -1.09649], [7.19698, 3.53763, 0.32158], [5.62827, 3.52842, -0.49417], [6.85670, 1.16690, 1.02498], [5.50523, 2.19898, 1.58786], [3.49529, 0.15266, -1.79646], [1.49894, 1.64035, -1.27675], [1.07596, -0.04381, -1.63564], [-0.18726, 0.77247, 0.28556], [1.30157, 1.21982, 1.13596], [1.53647, -5.35263, -0.43000], [0.07791, -7.21133, -1.17478], [-2.36021, -6.93006, -1.25231], [-3.39499, -4.77781, -0.55983], [-1.36038, -0.05392, 2.06510], [-3.37968, 3.49518, 0.85322], [-1.21099, 3.55228, -0.32702], [-1.85229, 2.50024, -1.60381], [-2.50461, 4.12860, -1.39596], [-4.25285, 1.84082, -1.56602], [-5.11142, 1.78525, -0.00256], [-6.49371, 4.97452, -0.58817], [-5.32387, 4.62401, 0.70410], [-6.64838, 3.47929, 0.37069], [2.41612, -2.16852, 1.63568], [2.80504, -0.44541, 1.87742], [4.19718, -1.41970, 0.04736], [2.71873, -1.92757, -0.78853]],
  "mulliken_charge": [-1.115, -0.287, -0.269, 0.132, -0.590, 0.240, -1.180, -0.049, 0.076, 0.549, -0.218, 0.059, -0.696, -0.492, -0.535, -0.519, 0.303, -0.478, 0.269, 1.114, -0.272, -0.561, -0.338, -0.525, -0.262, 0.511, -1.378, -0.621, -0.391, -0.685, -1.120, -1.065, 0.300, 0.373, 0.310, 0.342, 0.321, 0.525, 0.573, 0.364, -0.480, 0.485, 0.463, 0.380, 0.385, 0.472, 0.489, 0.335, 0.320, 0.255, 0.502, 0.304, 0.400, 0.262, 0.271, 0.316, 0.522, 0.555, 0.588, 0.460]
}


[2]
{
  "formula": "C3H4N4S",
  "method": "ωB97M-V with the def2-TZVPD basis set",
  "multiplicity": 1,
  "total_energy_ha": -733.73849,
  "de_lowest_kcal_mol": 105.9,
  "species": ["C", "C", "C", "N", "N", "N", "N", "S", "H", "H", "H", "H"],
  "positions_angstrom": [[1.10249, 1.12805, 1.06885], [0.44288, 0.01086, 1.32595], [-0.75981, 0.21786, -1.03281], [0.36035, 0.39926, -1.47142], [1.30523, 1.10670, -1.60173], [-1.55843, -0.82795, -1.24836], [-0.02973, -0.99537, 1.82661], [2.36796, 0.90515, -0.21718], [0.44723, 1.95521, 1.01339], [-2.40308, -1.03461, -0.70574], [-0.00335, -1.26767, 2.80899], [-1.27173, -1.59747, -1.76655]],
  "mulliken_charge": [-0.558, 0.445, 0.129, 0.393, -0.580, -0.370, -0.474, -0.035, 0.363, 0.216, 0.286, 0.184]
}


[3]
{
  "formula": "C28H34FN6O2S3W",
  "method": "ωB97M-V with the def2-TZVPD basis set",
  "multiplicity": 3,
  "s2": 2.092,
  "charge": 1,
  "total_energy_ha": -2927.73072,
  "de_lowest_kcal_mol": 13.0,
  "species": ["W", "C", "S", "C", "S", "N", "N", "C", "C", "C", "C", "C", "C", "N", "H", "H", "H", "H", "H", "H", "H", "H", "C", "C", "C", "C", "C", "C", "C", "C", "C", "C", "C", "C", "N", "C", "C", "C", "C", "C", "C", "F", "H", "H", "H", "H", "H", "H", "H", "H", "H", "H", "H", "H", "H", "H", "H", "H", "H", "H", "H", "H", "H", "C", "C", "N", "O", "H", "H", "H", "H", "H", "O", "S", "N"],
  "positions_angstrom": [[0.05800, -0.29070, -0.53350], [0.76060, 4.81420, 1.27720], [0.95490, 3.50760, 2.52680], [0.64740, 2.06160, 1.61890], [-0.28260, 2.10280, 0.12670], [1.08270, 0.95580, 2.11350], [0.88370, -0.16230, 1.37880], [1.15290, -1.30470, 2.02810], [0.58740, -2.46430, 1.49190], [0.52820, -3.70000, 2.17880], [-0.36340, -4.65360, 1.77780], [-1.17940, -4.38600, 0.66150], [-1.00190, -3.22090, -0.03270], [-0.10550, -2.26780, 0.31010], [0.48450, 5.72670, 1.79420], [-0.02060, 4.52910, 0.58260], [1.70500, 4.94550, 0.75810], [1.60470, -1.26550, 3.00990], [1.15530, -3.83190, 3.04550], [-0.46950, -5.58120, 2.31710], [-1.92920, -5.09170, 0.34690], [-1.60770, -3.01380, -0.90440], [4.02630, 1.16160, 1.69970], [3.61690, 1.28060, 0.22980], [4.40840, 2.42050, -0.41870], [3.82400, -0.02590, -0.50250], [5.02220, -0.70550, -0.32830], [5.29230, -1.86460, -1.02790], [4.36560, -2.33880, -1.93280], [3.15660, -1.68870, -2.15660], [2.26450, -2.34570, -3.19370], [1.51520, -1.42370, -4.15430], [1.26880, -3.23750, -2.45340], [2.85040, -0.55010, -1.38150], [1.64560, 0.20250, -1.63070], [1.79530, 1.17990, -2.61700], [3.00940, 1.45900, -3.26940], [3.09770, 2.43360, -4.24500], [1.99040, 3.17510, -4.62210], [0.77510, 2.92170, -4.01090], [0.70130, 1.93970, -3.05010], [-0.54960, 1.65330, -2.51890], [3.60920, 1.98310, 2.27450], [5.10770, 1.19550, 1.79730], [3.67040, 0.23280, 2.13610], [2.55530, 1.55210, 0.16230], [5.45280, 2.14630, -0.52990], [4.34690, 3.30690, 0.20760], [4.01200, 2.67050, -1.39820], [5.76240, -0.31170, 0.34870], [6.22700, -2.38440, -0.89140], [4.58390, -3.22950, -2.50310], [2.91890, -2.98330, -3.79910], [0.72570, -0.87060, -3.64000], [1.05160, -2.02870, -4.93170], [2.19930, -0.72640, -4.63210], [0.61110, -2.57910, -1.87370], [1.78280, -3.92350, -1.78170], [0.67110, -3.81460, -3.15430], [3.89110, 0.89100, -3.01170], [4.05100, 2.62060, -4.71360], [2.06220, 3.92370, -5.39330], [-0.11590, 3.46270, -4.28000], [-4.17200, -0.63820, 1.13830], [-3.01440, -0.06230, 0.38890], [-3.26170, 0.81770, -0.57340], [-1.84670, -0.38100, 0.69290], [-5.10350, -0.14710, 0.88020], [-3.99030, -0.55720, 2.20790], [-4.25130, -1.69730, 0.89170], [-4.20350, 0.99720, -0.88350], [-2.48550, 1.15170, -1.14300], [-3.37520, -1.64960, -1.91510], [-2.22620, -1.34900, -2.79830], [-1.06500, -0.77310, -1.95350]],
  "mulliken_charge": [0.574, -0.823, 0.019, 0.516, -0.537, -1.569, 1.261, -0.460, 0.311, -1.063, -0.475, -1.171, 0.402, 0.621, 0.420, 0.305, 0.241, 0.565, 0.547, 0.468, 0.507, 0.126, -1.807, 2.285, -1.658, 0.870, -0.554, -1.443, -1.083, 0.800, 0.475, -1.511, -1.410, -0.950, 0.895, 2.250, -1.318, -0.734, -0.757, -0.966, 0.035, -0.112, 0.307, 0.589, 0.321, -1.024, 0.308, 0.518, 0.349, 0.409, 0.426, 0.485, 0.687, 0.045, 0.493, 0.353, 0.186, 0.364, 0.504, 0.519, 0.485, 0.429, 0.529, -1.394, 0.856, -0.112, -0.632, 0.430, 0.337, 0.274, 0.252, -0.007, -0.466, 0.161, -0.073]
}


[4]
{
  "formula": "C6H14O2",
  "method": "ωB97M-V with the def2-TZVPD basis set",
  "multiplicity": 1,
  "total_energy_ha": -387.40741,
  "de_lowest_kcal_mol": 62.8,
  "species": ["C", "C", "C", "C", "C", "C", "H", "H", "H", "H", "H", "H", "H", "H", "H", "H", "O", "H", "H", "O", "H", "H"],
  "positions_angstrom": [[-1.29563, 0.10084, 1.53690], [-0.23465, -0.33416, 0.88015], [-0.11628, -0.61820, -0.56337], [0.40596, 0.49201, -1.43490], [-0.42086, -1.83542, -1.06207], [-0.69804, -2.24875, -2.44929], [-2.25459, 0.49889, 1.21883], [-1.35995, 0.20820, 2.62223], [0.65240, -0.64527, 1.44284], [1.23512, 0.05809, -2.03330], [0.64981, 1.43417, -0.96683], [-0.36041, 0.81992, -2.16341], [-0.29658, -2.67829, -0.35349], [-1.76112, -2.04072, -2.74461], [-0.61715, -3.32196, -2.56212], [-0.07923, -1.69900, -3.19646], [-0.65630, 2.89026, 2.45453], [-1.27539, 2.26623, 2.82742], [0.03349, 2.36811, 2.03482], [2.38731, 1.54190, 1.51433], [3.04072, 1.33839, 2.20417], [3.02135, 1.40478, 0.79362]],
  "mulliken_charge": [-0.961, -0.296, 0.629, -1.435, -0.064, -1.086, 0.250, 0.481, 0.263, 0.337, 0.353, 0.341, 0.307, 0.249, 0.340, 0.291, -0.665, 0.304, 0.343, -0.573, 0.286, 0.305]
}


[5]
{
  "formula": "C4H3NO2",
  "method": "ωB97M-V with the def2-TZVPD basis set",
  "multiplicity": 1,
  "total_energy_ha": -359.35897,
  "de_lowest_kcal_mol": 69.9,
  "species": ["O", "C", "C", "N", "C", "C", "O", "H", "H", "H"],
  "positions_angstrom": [[1.80150, 0.62171, -1.21405], [1.60478, -0.38373, -0.60123], [0.55588, 0.07143, 1.34588], [0.36717, -0.56193, 0.11799], [-0.88674, -0.22787, -0.42452], [-1.46253, 0.54980, 0.48942], [-0.59567, 0.72374, 1.54706], [2.33033, -1.19474, -0.47647], [-1.30247, -0.65152, -1.32668], [-2.41225, 1.05311, 0.54259]],
  "mulliken_charge": [-0.413, 0.106, -0.328, 0.175, -0.402, -0.149, -0.175, 0.395, 0.367, 0.425]
}